1.
ORCA calculation (the ωB97M-V functional and the def2-TZVPD basis) on a cluster of 3 separate species, C33H58N3O8 in total in a non-equilibrium geometry.

```
102
Properties=species:S:1:pos:R:3:mulliken_charge:R:1
C 0.13 -4.90 -0.92 -1.068
C 0.16 -3.34 -1.07 0.507
C 0.76 -2.54 0.03 -0.432
C 0.76 -1.07 -0.08 -0.911
C 0.20 -0.35 -1.24 1.059
C 0.23 1.21 -1.20 2.292
C 1.35 1.80 -0.22 -1.419
C 0.45 1.90 -2.61 -1.291
C -0.38 -1.15 -2.33 0.337
O -0.95 -0.49 -3.44 -0.349
C -2.09 -1.12 -3.95 -0.935
N -3.27 -1.11 -3.03 0.479
C -4.29 -2.00 -3.33 -0.230
C -5.50 -2.12 -2.56 -0.722
C -5.66 -1.26 -1.38 0.058
O -6.79 -1.33 -0.60 -0.526
C -4.58 -0.29 -1.06 -0.088
C -4.71 0.64 0.21 -0.454
C -3.33 0.77 1.00 -0.427
C -3.20 2.28 1.51 -1.157
C -2.84 3.16 0.25 0.974
O -3.93 4.05 -0.15 -0.449
C -3.98 4.00 -1.55 0.117
O -3.09 4.39 -2.24 -0.375
C -3.44 -0.29 -1.95 0.027
C -0.38 -2.62 -2.22 -0.950
H -0.65 -5.35 -1.59 0.353
H -0.25 -5.10 0.13 0.295
H 1.13 -5.39 -1.04 0.204
H 1.21 -3.02 0.97 0.129
H 1.19 -0.54 0.81 0.232
H -0.76 1.54 -0.76 -1.075
H 1.10 1.68 0.86 0.302
H 2.30 1.27 -0.51 0.398
H 1.51 2.88 -0.46 0.333
H 1.09 1.33 -3.32 0.330
H 0.78 2.97 -2.46 0.436
H -0.57 1.98 -3.09 0.193
H -1.92 -2.17 -4.33 0.475
H -2.40 -0.53 -4.86 0.342
H -4.19 -2.66 -4.23 0.379
H -6.29 -2.84 -2.89 0.426
H -6.70 -2.08 0.03 0.366
H -5.17 1.63 -0.03 0.388
H -5.39 0.08 0.91 0.404
H -2.45 0.46 0.38 0.074
H -3.31 0.13 1.92 0.443
H -2.41 2.33 2.30 0.384
H -4.19 2.54 1.96 0.387
H -1.94 3.79 0.48 -0.082
H -2.63 2.46 -0.62 -0.219
H -4.90 3.51 -1.99 0.374
H -2.62 0.45 -1.73 0.582
H -0.80 -3.27 -3.03 0.132
C -1.75 6.79 0.37 -0.752
O -0.60 5.96 0.34 -0.409
C -0.13 5.69 -0.99 -0.026
C 1.21 6.37 -1.23 -0.249
N 1.06 7.82 -1.31 -0.323
C 2.33 8.55 -1.30 -0.670
C 3.18 8.46 -0.03 -0.475
O 2.60 9.08 1.11 -0.436
C 1.71 8.26 1.84 -0.520
H -2.12 6.81 1.40 0.238
H -1.50 7.81 0.07 0.382
H -2.54 6.40 -0.27 0.266
H -0.87 5.97 -1.75 0.495
H 0.01 4.61 -1.05 -0.508
H 1.64 6.01 -2.17 0.423
H 1.88 6.09 -0.41 0.175
H 0.50 8.14 -0.53 0.104
H 2.08 9.61 -1.46 0.373
H 2.93 8.24 -2.16 0.390
H 4.11 9.01 -0.23 0.365
H 3.49 7.43 0.20 0.325
H 1.98 7.20 1.80 0.259
H 0.68 8.40 1.49 0.155
H 1.73 8.58 2.88 0.346
C 5.62 -9.02 2.05 -0.726
O 4.24 -9.05 1.71 -0.344
C 3.39 -9.42 2.79 -0.816
C 2.54 -8.24 3.24 -0.083
N 3.36 -7.23 3.90 -0.308
C 2.66 -5.97 4.13 -1.131
C 2.21 -5.17 2.90 -0.062
O 3.29 -4.65 2.13 -0.431
C 3.82 -5.53 1.17 -0.529
H 6.19 -8.88 1.14 0.237
H 5.84 -8.19 2.73 0.309
H 5.93 -9.97 2.51 0.344
H 3.96 -9.85 3.62 0.406
H 2.73 -10.20 2.41 0.395
H 1.77 -8.59 3.93 0.390
H 2.05 -7.83 2.35 0.066
H 4.17 -7.04 3.33 0.091
H 3.34 -5.33 4.71 0.400
H 1.79 -6.16 4.77 0.461
H 1.66 -4.30 3.27 0.415
H 1.51 -5.73 2.27 0.183
H 3.06 -6.20 0.76 0.201
H 4.66 -6.11 1.58 0.253
H 4.22 -4.92 0.36 0.299
```

The net charge is +1. The value obtained for the electronic energy is -55999.4033 eV. The LUMO energy comes out at -4.208 eV. The molecular weight comes out at 624.8 g mol⁻¹. The calculation puts the HOMO energy at -9.99 eV.

2.
ORCA calculation (the ωB97M-V functional and the def2-TZVPD basis) on a structure of composition C29H26BeN3OPS5Se in a non-equilibrium geometry.

```
67
Properties=species:S:1:pos:R:3:nbo_charge:R:1
Be -1.49 -0.37 0.21 1.558
C 2.17 4.41 -1.30 -0.221
C 2.26 4.08 0.04 -0.235
C 2.01 2.78 0.46 -0.155
C 1.71 1.80 -0.48 -0.355
C 1.63 2.14 -1.83 -0.225
C 1.85 3.44 -2.23 -0.213
P 1.40 0.03 -0.10 0.891
C 3.09 -0.62 0.05 -0.347
C 4.20 -0.09 -0.61 -0.154
C 5.42 -0.74 -0.55 -0.224
C 5.55 -1.93 0.16 -0.217
C 4.44 -2.48 0.79 -0.206
C 3.22 -1.84 0.73 -0.207
C 0.76 -0.08 1.61 -0.396
C 1.62 0.04 2.71 -0.215
C 1.12 -0.13 3.99 -0.240
C -0.21 -0.44 4.16 -0.227
C -1.05 -0.57 3.06 -0.190
C -0.61 -0.40 1.75 -0.648
H 2.36 5.43 -1.61 0.216
H 2.52 4.84 0.76 0.214
H 2.05 2.53 1.51 0.216
H 1.39 1.37 -2.55 0.231
H 1.76 3.71 -3.28 0.219
H 4.11 0.84 -1.15 0.205
H 6.28 -0.33 -1.05 0.211
H 6.50 -2.43 0.20 0.212
H 4.53 -3.41 1.33 0.213
H 2.35 -2.26 1.21 0.219
H 2.67 0.24 2.56 0.216
H 1.78 -0.04 4.85 0.210
H -0.61 -0.59 5.16 0.207
H -2.08 -0.84 3.24 0.189
Se -2.47 1.70 -3.94 1.068
N -1.86 3.23 -3.31 -0.628
C -1.57 3.08 -2.02 0.121
C -1.13 4.07 -1.14 -0.123
C -0.94 3.70 0.18 -0.253
C -1.12 2.37 0.57 0.144
N -1.51 1.40 -0.24 -0.633
C -1.79 1.74 -1.51 0.269
N -2.32 0.89 -2.38 -0.674
H -0.95 5.07 -1.48 0.242
H -0.64 4.41 0.92 0.241
H -0.94 2.07 1.59 0.243
C 0.01 -4.34 1.02 -0.729
S -1.61 -3.51 1.07 0.262
C -2.01 -3.73 -0.63 -0.459
C -1.56 -2.92 -1.61 -0.373
S -0.61 -1.49 -1.41 -0.436
S -1.89 -3.46 -3.25 0.439
C -2.70 -4.95 -2.84 -0.567
S -3.25 -6.01 -3.96 -0.069
S -2.88 -5.18 -1.12 0.448
H 0.48 -4.20 1.99 0.224
H 0.62 -3.89 0.24 0.230
H -0.15 -5.40 0.82 0.220
C -5.51 -0.45 -0.42 -0.635
C -4.28 -0.06 0.38 -0.059
O -3.13 -0.70 -0.14 -0.837
H -6.39 0.06 -0.02 0.224
H -5.67 -1.52 -0.37 0.227
H -5.39 -0.17 -1.47 0.208
H -4.38 -0.37 1.42 0.200
H -4.14 1.03 0.35 0.168
H -3.11 -0.55 -1.10 0.544
```

For the energy above the lowest of the compared OMol25 structures with the same formula, charge and spin, the calculation gives 47.2 kJ/mol. The net charge is 0. The value obtained for the electronic energy is -166226.3917 eV. The LUMO energy comes out at -2.085 eV. The molecular weight comes out at 711.8 g mol⁻¹. The calculation puts the HOMO energy at -6.78 eV.

3.
ORCA calculation (the ωB97M-V functional and the def2-TZVPD basis) on a cluster of 8 separate species, C28H40ClN2O14 in total in a non-equilibrium geometry.

```
85
Properties=species:S:1:pos:R:3:mulliken_charge:R:1
Cl -0.33 -0.60 -0.04 1.496
O 1.12 -0.31 0.02 -0.785
O -0.57 -1.53 1.01 -0.714
O -1.09 0.61 0.20 -0.441
O -0.79 -1.10 -1.27 -0.659
O 0.83 -2.65 -5.75 -0.630
C 1.37 -2.27 -4.69 0.544
O 1.56 -0.94 -4.44 -0.402
C 2.29 -0.75 -3.28 0.041
C 2.67 -2.18 -2.72 0.343
C 1.85 -3.10 -3.52 -0.505
H 1.65 -0.18 -2.61 -0.095
H 3.20 -0.15 -3.41 0.310
H 2.39 -2.19 -1.67 -0.585
H 3.75 -2.29 -2.84 0.471
H 1.09 -3.74 -3.06 0.289
H 2.49 -3.82 -4.04 0.286
O -2.03 -2.31 -5.53 -0.552
C -2.44 -1.29 -5.08 0.499
O -3.77 -1.06 -5.01 -0.417
C -4.09 0.29 -4.55 -0.501
C -2.74 0.70 -3.90 -0.140
C -1.71 -0.07 -4.71 0.283
H -4.95 0.26 -3.88 0.343
H -4.24 1.00 -5.36 0.240
H -2.69 0.41 -2.86 -0.028
H -2.44 1.75 -3.95 0.314
H -0.78 -0.34 -4.20 -0.435
H -1.50 0.50 -5.62 0.371
O -1.74 1.72 4.40 -0.596
C -0.74 1.86 3.75 0.197
O -0.52 2.95 2.88 -0.340
C 0.84 2.84 2.37 -0.035
C 1.55 1.82 3.21 -0.593
C 0.51 0.97 3.75 0.536
H 1.42 3.76 2.38 0.352
H 0.68 2.48 1.35 -0.040
H 2.13 2.31 3.99 0.275
H 2.37 1.38 2.63 0.273
H 0.64 0.57 4.76 0.494
H 0.39 0.18 3.02 -0.487
O 4.03 -6.11 2.74 -0.639
C 3.04 -5.53 2.31 0.389
O 2.87 -5.28 0.97 -0.412
C 1.85 -4.30 0.80 0.661
C 1.00 -4.47 2.07 -0.401
C 1.89 -5.05 3.14 -0.224
H 1.25 -4.54 -0.08 0.254
H 2.29 -3.31 0.69 -0.580
H 0.14 -5.04 1.72 0.470
H 0.62 -3.51 2.41 0.076
H 1.30 -5.78 3.70 0.361
H 2.24 -4.24 3.79 0.039
O -4.55 4.88 0.58 -0.621
C -4.41 3.83 1.09 0.509
O -4.76 3.67 2.33 -0.393
C -4.77 2.36 2.77 -0.519
C -4.01 1.58 1.67 0.164
C -4.16 2.49 0.41 0.122
H -5.81 2.05 2.92 0.264
H -4.32 2.28 3.76 0.299
H -4.48 0.60 1.62 0.425
H -2.97 1.45 1.98 -0.372
H -4.93 2.23 -0.31 0.330
H -3.20 2.57 -0.10 -0.213
N 0.14 4.52 -2.52 0.080
C -0.11 5.79 -2.09 -0.260
C -0.55 5.73 -0.78 -1.578
C -0.65 4.35 -0.48 0.379
C -0.26 3.64 -1.58 -1.140
H 0.49 4.31 -3.44 0.207
H 0.05 6.59 -2.79 0.414
H -0.71 6.64 -0.22 0.387
H -1.09 3.94 0.42 0.683
H -0.18 2.57 -1.75 0.784
N 2.61 -1.39 2.44 1.658
C 3.87 -1.54 1.88 -0.481
C 4.66 -1.77 3.03 -0.958
C 3.86 -1.84 4.15 -0.389
C 2.59 -1.74 3.77 -1.295
H 1.79 -1.13 1.91 -0.414
H 4.04 -1.41 0.83 0.391
H 5.74 -1.81 3.04 0.423
H 4.22 -1.96 5.16 0.486
H 1.68 -1.81 4.34 0.652
```

For the energy above the lowest of the compared OMol25 structures with the same formula, charge and spin, the calculation gives 197.6 kJ/mol. The net charge is -1. The value obtained for the electronic energy is -73847.2347 eV. The LUMO energy comes out at 2.385 eV. The molecular weight comes out at 664.1 g mol⁻¹. The calculation puts the HOMO energy at -6.25 eV.

4.
ORCA calculation (the ωB97M-V functional and the def2-TZVPD basis) on the ion C6H12NS with charge +1 in a non-equilibrium geometry.

```
20
Properties=species:S:1:pos:R:3:nbo_charge:R:1
C -1.63 0.21 -1.32 -0.185
C -0.60 -0.24 -2.32 -0.199
C 0.75 1.42 -0.78 -0.215
C 0.89 0.10 -0.08 0.057
C -0.56 -0.21 1.98 -0.609
C 0.79 -0.13 1.36 -0.465
N -0.22 0.37 -1.06 -0.256
S 2.23 -0.98 -0.59 0.088
H -2.24 1.08 -1.28 0.254
H -2.08 -0.65 -0.82 0.245
H -0.40 -1.27 -2.48 0.250
H -0.22 0.27 -3.20 0.240
H 0.51 2.28 -0.14 0.246
H 1.22 1.78 -1.68 0.242
H -0.94 0.78 2.26 0.226
H -0.46 -0.93 2.92 0.254
H -1.25 -0.69 1.31 0.198
H 1.38 -1.03 1.62 0.251
H 1.27 0.73 1.78 0.248
H 2.51 -0.54 -1.85 0.131
```

As for the SMILES: CC[C@]1(S)C[N+]12CC2. For the energy above the lowest of the compared OMol25 structures with the same formula, charge and spin, the calculation gives 300.7 kJ/mol. The net charge is +1. The value obtained for the electronic energy is -18732.1378 eV. The LUMO energy comes out at -2.671 eV. The molecular weight comes out at 130.2 g mol⁻¹. The calculation puts the HOMO energy at -13.70 eV.

5.
ORCA calculation (the ωB97M-V functional and the def2-TZVPD basis) on the molecule C2H4N2O in a non-equilibrium geometry.

```
9
Properties=species:S:1:pos:R:3:nbo_charge:R:1
N 0.31 -0.13 1.32 -0.587
C 0.75 -0.42 0.18 0.246
N -0.21 -0.55 -0.91 -0.711
C -0.78 0.75 -0.74 0.518
O -1.55 1.00 0.14 -0.503
H 0.93 -0.34 2.09 0.358
H 1.78 -0.60 -0.12 0.168
H -0.91 -1.21 -0.55 0.388
H -0.33 1.50 -1.40 0.124
```

As for the SMILES: [H]/N=C/NC=O. For the energy above the lowest of the compared OMol25 structures with the same formula, charge and spin, the calculation gives 179.0 kJ/mol. The net charge is 0. The value obtained for the electronic energy is -7164.6242 eV. The LUMO energy comes out at 0.506 eV. The molecular weight comes out at 72.1 g mol⁻¹. The calculation puts the HOMO energy at -9.76 eV.

6.
ORCA calculation (the ωB97M-V functional and the def2-TZVPD basis) on a structure of composition C5H13BrIO7PSi2 in a non-equilibrium geometry.

```
30
Properties=species:S:1:pos:R:3:nbo_charge:R:1
C 0.01 2.88 0.93 -0.669
C 1.07 3.09 -0.14 -0.229
I 3.01 2.89 0.80 -0.009
C 0.99 2.17 -1.37 -0.945
Si -0.50 1.05 -1.64 1.596
Br -2.34 2.26 -1.92 -0.339
O -0.64 -0.01 -0.43 -1.272
Si -0.58 -1.70 -0.51 1.343
C 1.17 -2.13 0.17 -1.330
P 1.58 -1.61 1.83 2.364
O 1.32 -2.59 2.89 -1.099
O 3.13 -1.15 1.82 -0.991
O 0.85 -0.19 2.08 -1.008
H 0.01 1.87 1.31 0.250
H 0.20 3.55 1.78 0.207
H -0.97 3.15 0.53 0.232
H 1.03 4.12 -0.48 0.205
H 1.09 2.78 -2.27 0.236
H 1.83 1.46 -1.37 0.242
H -0.24 0.36 -2.92 -0.206
H -0.56 -2.13 -1.92 -0.193
H -1.68 -2.35 0.25 -0.015
H 1.88 -1.65 -0.52 0.228
H 1.34 -3.21 0.11 0.281
H 3.32 -0.59 1.06 0.492
H -0.07 -0.36 2.29 0.515
C -4.08 -3.00 -0.59 0.925
O -5.11 -3.01 0.18 -0.919
O -4.08 -2.36 -1.72 -0.945
O -2.97 -3.60 -0.22 -0.950
```

The net charge is -2. The value obtained for the electronic energy is -122920.9194 eV. The LUMO energy comes out at 3.323 eV. The molecular weight comes out at 479.1 g mol⁻¹. The calculation puts the HOMO energy at 1.59 eV.